No. 1
Below is a molecular structure, C14H33InO3P, with properties calculated with the ωB97M-V functional and the def2-TZVPD basis.

Structure (XYZ):
```
52
Properties=species:S:1:pos:R:3
C -4.089 5.144 -0.882
C -3.419 3.855 -0.407
C -3.509 2.733 -1.437
C -2.973 1.388 -0.930
C -2.055 0.673 -1.914
C -1.349 -0.528 -1.304
C -0.477 -1.314 -2.301
C 1.007 -1.359 -1.916
C 1.800 -0.166 -2.449
C 3.148 0.042 -1.755
C 3.032 0.709 -0.371
C 2.982 -0.264 0.812
C 2.295 0.312 2.046
C 2.206 -0.700 3.193
In 0.639 -2.200 2.873
P 1.561 -4.487 3.633
O 3.035 -4.601 3.779
O 0.789 -5.032 4.985
O 1.023 -5.678 2.593
H -3.951 5.274 -1.959
H -5.166 5.120 -0.697
H -3.689 6.030 -0.388
H -3.870 3.512 0.528
H -2.366 4.044 -0.173
H -4.552 2.644 -1.761
H -2.943 3.032 -2.329
H -3.813 0.730 -0.685
H -2.431 1.535 0.011
H -2.626 0.356 -2.797
H -1.309 1.390 -2.281
H -2.087 -1.190 -0.842
H -0.726 -0.187 -0.471
H -0.564 -0.837 -3.288
H -0.865 -2.326 -2.428
H 1.075 -1.394 -0.827
H 1.471 -2.283 -2.274
H 1.939 -0.278 -3.531
H 1.190 0.739 -2.324
H 3.804 0.629 -2.404
H 3.642 -0.930 -1.631
H 2.121 1.320 -0.354
H 3.857 1.414 -0.229
H 3.999 -0.567 1.086
H 2.467 -1.184 0.523
H 1.293 0.653 1.750
H 2.837 1.222 2.347
H 2.011 -0.198 4.144
H 3.162 -1.219 3.307
H 0.367 -2.456 1.137
H -0.863 -1.844 3.711
H 0.580 -5.973 4.885
H 0.357 -5.307 1.995
```

As for the HOMO-LUMO gap: 0.2857 hartree. The calculation puts the lowest unoccupied orbital energy at 2.72 eV. For the HOMO energy, the calculation gives -5.05 eV. As for the total charge: -1.

Quick look at the Löwdin charges, all values in e:
1 C -0.124
2 C -0.281
3 C -0.237
4 C -0.218
5 C -0.238
6 C -0.212
7 C -0.201
8 C -0.219
9 C -0.220
10 C -0.213
11 C -0.209
12 C -0.250
13 C -0.345
14 C -0.349
15 In 0.395
16 P 0.355
17 O -0.421
18 O -0.270
19 O -0.275
20 H 0.067
21 H 0.067
22 H 0.062
23 H 0.107
24 H 0.109
25 H 0.110
26 H 0.106
27 H 0.113
28 H 0.113
29 H 0.116
30 H 0.108
31 H 0.114
32 H 0.104
33 H 0.101
34 H 0.101
35 H 0.051
36 H 0.114
37 H 0.105
38 H 0.101
39 H 0.096
40 H 0.112
41 H 0.103
42 H 0.102
43 H 0.117
44 H 0.066
45 H 0.088
46 H 0.100
47 H 0.019
48 H 0.030
49 H -0.098
50 H -0.138
51 H 0.042
52 H 0.024



No. 2
Below is 2 unconnected molecules or ions with the total composition C14H33N2O4P, with properties calculated with the ωB97M-V functional and the def2-TZVPD basis.

Structure (XYZ):
```
54
Properties=species:S:1:pos:R:3
C 2.668 -2.819 1.733
C 1.190 -2.178 1.650
C 0.437 -2.432 0.252
C -0.407 -1.116 -0.125
C 0.028 -0.387 -1.480
C 1.447 0.347 -1.456
C 2.646 -0.752 -1.600
C 3.923 -0.045 -2.243
O 3.769 0.634 -3.293
N 5.288 -0.073 -1.687
C 5.588 -1.338 -0.967
C 5.586 1.118 -0.849
P 1.780 1.179 0.202
O 2.816 2.520 -0.227
O 0.335 1.970 0.781
H 3.151 -3.005 0.723
H 3.348 -2.077 2.286
H 2.592 -3.740 2.398
H 1.310 -1.067 1.907
H 0.493 -2.597 2.467
H -0.308 -3.289 0.449
H 1.117 -2.799 -0.585
H -0.441 -0.450 0.797
H -1.497 -1.476 -0.290
H 0.076 -1.196 -2.298
H -0.764 0.388 -1.751
H 2.247 -1.584 -2.290
H 2.833 -1.237 -0.584
H 5.075 -1.429 0.052
H 6.721 -1.329 -0.756
H 5.385 -2.252 -1.619
H 5.045 1.053 0.170
H 6.700 1.305 -0.723
H 5.137 2.028 -1.392
H 3.406 2.719 0.534
H 0.670 2.587 1.473
C -5.989 2.423 0.956
C -4.500 2.214 0.713
C -4.193 1.339 -0.504
O -4.463 -0.029 -0.199
C -5.763 -0.472 -0.595
N -3.923 1.514 1.906
H -6.478 1.524 1.336
H -6.144 3.211 1.698
H -6.493 2.729 0.038
H -4.000 3.182 0.627
H -3.119 1.398 -0.707
H -4.707 1.676 -1.407
H -6.166 0.102 -1.431
H -6.442 -0.415 0.259
H -5.685 -1.518 -0.889
H -4.246 1.891 2.799
H -2.895 1.532 1.893
H -4.186 0.518 1.847
```

As for the HOMO-LUMO gap: 0.1092 hartree. The calculation puts the lowest unoccupied orbital energy at -1.25 eV. For the HOMO energy, the calculation gives -4.22 eV. The energy above the lowest of the compared OMol25 structures with the same formula, charge and spin is 295.88 kJ/mol.

Quick look at the natural (NBO) charges, all values in e:
1 C -0.634
2 C -0.418
3 C -0.416
4 C -0.422
5 C -0.424
6 C -0.680
7 C -0.572
8 C 0.707
9 O -0.555
10 N -0.507
11 C -0.428
12 C -0.429
13 P 1.122
14 O -1.012
15 O -1.050
16 H 0.216
17 H 0.211
18 H 0.202
19 H 0.218
20 H 0.184
21 H 0.190
22 H 0.213
23 H 0.193
24 H 0.164
25 H 0.196
26 H 0.181
27 H 0.232
28 H 0.188
29 H 0.179
30 H 0.197
31 H 0.208
32 H 0.171
33 H 0.194
34 H 0.243
35 H 0.470
36 H 0.477
37 C -0.640
38 C -0.073
39 C -0.096
40 O -0.551
41 C -0.253
42 N -0.682
43 H 0.218
44 H 0.226
45 H 0.250
46 H 0.235
47 H 0.234
48 H 0.209
49 H 0.183
50 H 0.163
51 H 0.214
52 H 0.434
53 H 0.463
54 H 0.458



No. 3
Below is a molecular structure, C14H33NNbO4S, with properties calculated with the ωB97M-V functional and the def2-TZVPD basis.

Structure (XYZ):
```
54
Properties=species:S:1:pos:R:3
C -3.204 0.740 1.215
C -3.446 2.244 1.423
C -2.159 2.903 1.851
O -1.963 3.358 2.951
O -1.254 2.884 0.865
C 0.135 2.775 1.263
C 0.924 4.077 1.264
Nb 0.487 5.662 -0.235
N -0.007 7.263 -1.618
C -1.002 7.862 -1.344
S -2.134 8.845 -0.780
H -2.632 0.580 0.303
H -2.621 0.345 2.049
H -4.154 0.209 1.164
H -4.187 2.424 2.198
H -3.770 2.697 0.485
H 0.586 2.036 0.602
H 0.126 2.346 2.269
H 1.973 3.814 1.085
H 0.854 4.538 2.253
H -0.754 6.466 0.871
H -0.771 4.641 -1.108
H 1.732 4.953 -1.419
H 1.835 6.683 0.547
C 1.064 -2.416 -2.292
C 0.544 -1.258 -1.458
O 1.383 -0.121 -1.447
C 1.627 0.492 -2.703
C 0.371 0.979 -3.402
H 2.054 -2.717 -1.944
H 0.390 -3.268 -2.195
H 1.144 -2.164 -3.351
H 0.476 -1.571 -0.416
H -0.469 -0.985 -1.775
H 2.201 -0.180 -3.353
H 2.269 1.346 -2.486
H -0.302 0.156 -3.654
H 0.627 1.493 -4.328
H -0.169 1.672 -2.757
C 0.461 -4.586 2.909
C -0.141 -4.591 1.514
O 0.813 -4.510 0.471
C 1.767 -5.552 0.408
C 1.166 -6.934 0.214
H 1.071 -3.695 3.057
H -0.334 -4.592 3.655
H 1.090 -5.460 3.088
H -0.772 -3.711 1.385
H -0.788 -5.466 1.378
H 2.415 -5.538 1.293
H 2.396 -5.303 -0.446
H 0.539 -7.232 1.055
H 1.961 -7.674 0.115
H 0.552 -6.960 -0.688
```

As for the HOMO-LUMO gap: 0.2629 hartree. The calculation puts the lowest unoccupied orbital energy at 2.16 eV. For the HOMO energy, the calculation gives -5.00 eV. As for the total charge: -1.

Quick look at the natural (NBO) charges, all values in e:
1 C -0.597
2 C -0.498
3 C 0.808
4 O -0.606
5 O -0.520
6 C -0.078
7 C -0.937
8 Nb 1.915
9 N -0.710
10 C 0.203
11 S -0.162
12 H 0.218
13 H 0.203
14 H 0.202
15 H 0.214
16 H 0.229
17 H 0.194
18 H 0.175
19 H 0.241
20 H 0.242
21 H -0.425
22 H -0.418
23 H -0.453
24 H -0.442
25 C -0.642
26 C -0.062
27 O -0.535
28 C -0.065
29 C -0.647
30 H 0.207
31 H 0.215
32 H 0.197
33 H 0.189
34 H 0.156
35 H 0.147
36 H 0.200
37 H 0.191
38 H 0.214
39 H 0.234
40 C -0.645
41 C -0.064
42 O -0.535
43 C -0.063
44 C -0.644
45 H 0.218
46 H 0.215
47 H 0.199
48 H 0.192
49 H 0.155
50 H 0.159
51 H 0.189
52 H 0.202
53 H 0.212
54 H 0.211



No. 4
Below is a molecular structure, C14H34AsN2OPdS2, with properties calculated with the ωB97M-V functional and the def2-TZVPD basis.

Structure (XYZ):
```
55
Properties=species:S:1:pos:R:3
Pd 0.288 -0.364 -0.136
C 1.740 2.477 -0.308
N 0.968 1.790 0.732
C 1.766 1.675 1.952
C -0.264 2.530 1.032
C -1.381 2.256 0.025
N -1.773 0.842 -0.023
C -2.599 0.458 1.117
C -2.500 0.581 -1.264
H 1.910 3.528 -0.041
H 1.214 2.437 -1.263
H 2.707 1.990 -0.433
H 2.004 2.664 2.361
H 2.698 1.155 1.738
H 1.209 1.104 2.701
H -0.064 3.612 1.046
H -0.598 2.239 2.030
H -1.038 2.547 -0.971
H -2.249 2.881 0.281
H -3.544 1.015 1.130
H -2.063 0.643 2.048
H -2.816 -0.612 1.054
H -3.384 1.229 -1.338
H -2.820 -0.460 -1.296
H -1.861 0.777 -2.130
C -1.638 -2.144 3.959
C -0.252 -2.450 3.413
As -0.048 -2.261 1.434
C -1.084 -3.850 0.841
C -2.493 -3.566 0.332
C 1.780 -2.995 1.305
C 2.818 -1.906 1.561
H -1.671 -2.344 5.030
H -2.387 -2.768 3.471
H -1.895 -1.097 3.799
H -0.004 -3.502 3.602
H 0.504 -1.835 3.913
H -1.117 -4.544 1.688
H -0.514 -4.324 0.037
H -3.110 -3.109 1.103
H -2.969 -4.495 0.023
H -2.457 -2.904 -0.535
H 1.910 -3.387 0.291
H 1.895 -3.822 2.016
H 2.609 -1.035 0.920
H 3.820 -2.261 1.328
H 2.807 -1.591 2.605
C 0.391 -2.489 -4.785
O 1.314 -1.764 -3.985
C 0.982 -1.462 -2.753
S 2.091 -0.574 -1.835
S -0.477 -1.932 -2.060
H 0.866 -2.619 -5.754
H -0.546 -1.932 -4.892
H 0.176 -3.465 -4.339
```

As for the HOMO-LUMO gap (alpha / beta): 0.2197 / 0.2208 hartree. The calculation puts the lowest unoccupied orbital energy (alpha / beta) at -4.84 / -4.79 eV. For the HOMO energy (alpha / beta), the calculation gives -10.82 / -10.80 eV. As for the total charge: +1.

Quick look at the natural (NBO) charges, all values in e:
1 Pd 0.645
2 C -0.426
3 N -0.434
4 C -0.416
5 C -0.239
6 C -0.236
7 N -0.476
8 C -0.422
9 C -0.414
10 H 0.199
11 H 0.218
12 H 0.221
13 H 0.198
14 H 0.220
15 H 0.212
16 H 0.213
17 H 0.212
18 H 0.213
19 H 0.205
20 H 0.195
21 H 0.205
22 H 0.216
23 H 0.190
24 H 0.212
25 H 0.212
26 C -0.616
27 C -0.676
28 As 0.796
29 C -0.694
30 C -0.610
31 C -0.697
32 C -0.617
33 H 0.229
34 H 0.205
35 H 0.199
36 H 0.216
37 H 0.222
38 H 0.226
39 H 0.230
40 H 0.205
41 H 0.230
42 H 0.194
43 H 0.228
44 H 0.226
45 H 0.194
46 H 0.229
47 H 0.206
48 C -0.277
49 O -0.462
50 C 0.040
51 S 0.007
52 S 0.011
53 H 0.228
54 H 0.203
55 H 0.203



No. 5
Below is 3 unconnected molecules or ions with the total composition C14H34B2Br2NO5S2, with properties calculated with the ωB97M-V functional and the def2-TZVPD basis.

Structure (XYZ):
```
60
Properties=species:S:1:pos:R:3
C -2.570 -2.542 4.399
C -3.293 -3.507 3.448
C -2.370 -4.229 2.461
C -2.134 -3.493 1.148
O -1.132 -2.530 1.306
B -0.876 -1.580 0.167
C -0.654 -2.414 -1.243
O 0.453 -1.864 -1.993
C 1.422 -2.758 -2.475
C 2.604 -1.919 -2.931
B 0.653 -0.831 0.532
N 0.979 0.623 0.435
O 1.698 -1.634 0.957
C -2.068 -0.420 0.060
Br -3.209 -0.269 1.584
C -2.190 0.475 -0.896
C -1.311 0.546 -2.119
Br -3.463 1.923 -0.874
H -1.591 -2.275 3.997
H -3.122 -1.612 4.539
H -2.413 -2.996 5.382
H -3.825 -4.261 4.039
H -4.052 -2.958 2.884
H -1.387 -4.372 2.924
H -2.771 -5.224 2.235
H -1.862 -4.227 0.373
H -3.077 -3.026 0.817
H -1.520 -2.418 -1.922
H -0.433 -3.468 -1.023
H 1.723 -3.458 -1.681
H 1.006 -3.362 -3.298
H 3.526 -2.487 -3.052
H 2.374 -1.402 -3.865
H 2.743 -1.152 -2.166
H 1.963 0.724 0.181
H 0.927 1.021 1.371
H 1.361 -2.534 1.065
H -1.528 1.438 -2.704
H -1.447 -0.321 -2.766
H -0.266 0.567 -1.804
C -0.048 4.910 2.600
S 0.310 3.828 1.207
O 1.688 4.188 0.755
C -0.830 4.631 0.080
H 0.598 4.604 3.420
H 0.162 5.944 2.323
H -1.092 4.785 2.887
H -0.546 5.679 -0.023
H -1.840 4.528 0.473
H -0.771 4.117 -0.877
C 4.430 3.153 -1.556
S 3.606 1.702 -2.215
O 4.296 1.377 -3.497
C 2.069 2.518 -2.635
H 5.430 2.845 -1.256
H 4.488 3.911 -2.336
H 3.870 3.517 -0.693
H 2.278 3.332 -3.331
H 1.609 2.883 -1.718
H 1.428 1.771 -3.101
```

As for the HOMO-LUMO gap: 0.2526 hartree. The calculation puts the lowest unoccupied orbital energy at 2.27 eV. For the HOMO energy, the calculation gives -4.60 eV. As for the total charge: -1.

Quick look at the natural (NBO) charges, all values in e:
1 C -0.616
2 C -0.400
3 C -0.411
4 C -0.043
5 O -0.734
6 B 0.151
7 C -0.294
8 O -0.587
9 C -0.042
10 C -0.624
11 B 0.934
12 N -1.170
13 O -0.918
14 C -0.241
15 Br -0.013
16 C -0.107
17 C -0.672
18 Br -0.064
19 H 0.230
20 H 0.205
21 H 0.184
22 H 0.182
23 H 0.204
24 H 0.199
25 H 0.186
26 H 0.140
27 H 0.153
28 H 0.164
29 H 0.167
30 H 0.151
31 H 0.145
32 H 0.200
33 H 0.204
34 H 0.220
35 H 0.355
36 H 0.374
37 H 0.490
38 H 0.207
39 H 0.226
40 H 0.253
41 C -0.831
42 S 1.286
43 O -1.011
44 C -0.830
45 H 0.234
46 H 0.221
47 H 0.228
48 H 0.218
49 H 0.240
50 H 0.249
51 C -0.837
52 S 1.264
53 O -1.003
54 C -0.837
55 H 0.228
56 H 0.220
57 H 0.256
58 H 0.218
59 H 0.252
60 H 0.246



No. 6
Below is 2 unconnected molecules or ions with the total composition C14H34BIN3OP, with properties calculated with the ωB97M-V functional and the def2-TZVPD basis.

Structure (XYZ):
```
55
Properties=species:S:1:pos:R:3
C 4.487 1.436 2.122
P 2.763 1.562 1.441
C 2.757 0.083 0.353
B 2.680 3.173 0.281
I 3.543 2.725 -1.816
C 3.459 4.431 1.009
N 4.505 5.118 0.215
C 1.106 3.554 0.010
C 0.202 3.435 1.242
N -0.433 2.107 1.330
H 5.126 0.800 1.505
H 4.954 2.413 2.223
H 4.442 0.986 3.116
H 3.668 0.000 -0.240
H 1.911 0.145 -0.330
H 2.648 -0.822 0.957
H 2.710 5.203 1.215
H 3.856 4.135 1.989
H 5.300 4.505 0.086
H 4.843 5.917 0.739
H 1.046 4.585 -0.356
H 0.675 2.915 -0.764
H 0.769 3.638 2.154
H -0.589 4.190 1.195
H 0.010 1.549 2.048
H -1.418 2.187 1.535
C -0.862 -1.288 0.357
C -1.557 -1.305 -1.013
C -2.979 -0.758 -0.901
C -3.929 -1.708 -0.172
C -3.923 -3.100 -0.804
C -2.521 -3.697 -0.956
N -1.633 -2.684 -1.609
O -1.785 -2.668 -2.877
C -1.966 -4.151 0.401
C -2.573 -4.929 -1.849
C -0.715 -0.428 -1.930
H -0.456 -0.290 0.525
H -1.526 -1.495 1.195
H -0.030 -1.992 0.394
H -3.366 -0.567 -1.907
H -2.933 0.205 -0.388
H -3.668 -1.775 0.887
H -4.943 -1.303 -0.205
H -4.528 -3.791 -0.210
H -4.385 -3.043 -1.794
H -0.924 -4.459 0.301
H -2.541 -5.010 0.749
H -2.024 -3.393 1.174
H -3.047 -4.718 -2.804
H -3.146 -5.707 -1.341
H -1.569 -5.308 -2.043
H 0.305 -0.810 -1.990
H -0.674 0.577 -1.510
H -1.121 -0.373 -2.937
```

As for the HOMO-LUMO gap (alpha / beta): 0.2328 / 0.2328 hartree. The calculation puts the lowest unoccupied orbital energy (alpha / beta) at 2.54 / 2.54 eV. For the HOMO energy (alpha / beta), the calculation gives -3.79 / -3.79 eV. As for the total charge: -1. Its spin multiplicity is 2.

Quick look at the natural (NBO) charges, all values in e:
1 C -0.924
2 P 0.484
3 C -0.930
4 B 0.058
5 I -0.307
6 C -0.494
7 N -0.835
8 C -0.709
9 C -0.212
10 N -0.881
11 H 0.207
12 H 0.218
13 H 0.206
14 H 0.219
15 H 0.231
16 H 0.202
17 H 0.178
18 H 0.152
19 H 0.347
20 H 0.328
21 H 0.200
22 H 0.214
23 H 0.176
24 H 0.164
25 H 0.373
26 H 0.344
27 C -0.645
28 C 0.096
29 C -0.417
30 C -0.399
31 C -0.413
32 C 0.098
33 N 0.031
34 O -0.411
35 C -0.621
36 C -0.603
37 C -0.609
38 H 0.266
39 H 0.190
40 H 0.219
41 H 0.209
42 H 0.222
43 H 0.194
44 H 0.209
45 H 0.205
46 H 0.209
47 H 0.219
48 H 0.205
49 H 0.216
50 H 0.229
51 H 0.197
52 H 0.218
53 H 0.222
54 H 0.232
55 H 0.224